Formula: C3H6IN2
Source: OMol25
Level of theory: ωB97M-V/def2-TZVPD

```
! RIJCOSX wB97M-V def2-TZVPD def2/J DEFGRID3
* xyz 1 1
C -0.802 -2.158 0.022
C -0.224 -0.952 0.340
C 0.668 -0.023 -0.395
N -1.179 -3.309 -0.037
N 0.596 1.402 0.015
I 3.075 -0.350 -0.219
H -0.437 -0.689 1.326
H 0.457 -0.076 -1.413
H -1.853 -3.801 -0.455
H 1.485 1.837 -0.306
H 0.654 1.408 1.061
H -0.439 1.642 -0.286
*
```

Energy above the lowest of the compared OMol25 structures with the same formula, charge and spin, kJ/mol: 249.7
LUMO, eV: -4.869
Orbital gap, eV: 8.02

For each atom in turn, the natural (NBO) charge in e is:
1. C 0.567
2. C -0.576
3. C -0.047
4. N -0.509
5. N -0.745
6. I -0.002
7. H 0.253
8. H 0.223
9. H 0.425
10. H 0.485
11. H 0.451
12. H 0.475



Formula: C3H6IN3O
Source: OMol25
Level of theory: ωB97M-V/def2-TZVPD

```
! RIJCOSX wB97M-V def2-TZVPD def2/J DEFGRID3
* xyz 2 1
C 0.632 1.653 -0.184
C -1.420 0.428 0.278
C -0.026 -1.312 -0.349
N 1.229 0.514 -0.194
N -0.731 1.512 -0.042
N -0.773 -0.711 0.565
O 0.535 -2.372 -0.002
I 3.228 0.048 0.004
H 1.123 2.609 -0.016
H -2.467 0.442 0.605
H -0.078 -0.934 -1.354
H -1.273 2.381 -0.138
H -1.141 -1.369 1.369
H 1.163 -2.889 -0.542
*
```

Energy above the lowest of the compared OMol25 structures with the same formula, charge and spin, kJ/mol: 123.1
LUMO, eV: -10.356
Orbital gap, eV: 7.26

For each atom in turn, the natural (NBO) charge in e is:
1. C 0.226
2. C 0.415
3. C 0.635
4. N -0.619
5. N -0.452
6. N -0.585
7. O -0.555
8. I 0.569
9. H 0.270
10. H 0.286
11. H 0.239
12. H 0.481
13. H 0.506
14. H 0.584



Formula: C3H6INO
Source: OMol25
Level of theory: ωB97M-V/def2-TZVPD

```
! RIJCOSX wB97M-V def2-TZVPD def2/J DEFGRID3
* xyz 0 1
C 0.015 1.626 -0.436
C -0.809 -0.682 0.839
C -0.381 0.110 -0.341
N 1.827 -1.233 -0.367
O 1.642 -1.867 0.633
I 0.296 -1.076 -2.001
H 0.377 2.033 0.451
H -0.835 2.176 -0.768
H 0.743 1.856 -1.216
H -1.536 -0.246 1.579
H -1.427 -1.504 0.394
H 0.087 -1.194 1.233
*
```

Energy above the lowest of the compared OMol25 structures with the same formula, charge and spin, kJ/mol: 509.0
LUMO (alpha / beta), eV: -0.221 / -0.075
Orbital gap (alpha / beta), eV: 7.94 / 7.64

For each atom in turn, the natural (NBO) charge in e is:
1. C -0.683
2. C -0.758
3. C -0.029
4. N -0.012
5. O -0.303
6. I 0.388
7. H 0.220
8. H 0.222
9. H 0.228
10. H 0.247
11. H 0.229
12. H 0.252



Formula: C3H6INO2
Source: OMol25
Level of theory: ωB97M-V/def2-TZVPD

```
! RIJCOSX wB97M-V def2-TZVPD def2/J DEFGRID3
* xyz 0 1
C -1.418 -1.163 -0.139
C 0.038 -0.734 0.379
C 0.618 0.490 -0.288
N 1.466 1.510 0.421
O 2.216 2.218 -0.227
O 1.375 1.618 1.666
I 1.119 0.285 -2.292
H -2.159 -0.299 -0.109
H -1.612 -2.001 0.415
H -1.490 -1.351 -1.167
H 0.840 -1.370 0.175
H 0.037 -0.756 1.476
H -1.031 1.554 -0.309
*
```

Energy above the lowest of the compared OMol25 structures with the same formula, charge and spin, kJ/mol: 712.2
LUMO (alpha / beta), eV: -1.467 / -1.658
Orbital gap (alpha / beta), eV: 8.00 / 8.07

For each atom in turn, the natural (NBO) charge in e is:
1. C -0.581
2. C -0.517
3. C -0.138
4. N 0.436
5. O -0.348
6. O -0.381
7. I 0.267
8. H 0.223
9. H 0.216
10. H 0.215
11. H 0.223
12. H 0.253
13. H 0.131



Formula: C3H6INS
Source: OMol25
Level of theory: ωB97M-V/def2-TZVPD

```
! RIJCOSX wB97M-V def2-TZVPD def2/J DEFGRID3
* xyz 0 1
C 1.310 0.196 -0.843
C -1.471 -0.110 -0.641
C 0.507 -0.448 0.151
N 0.141 0.195 1.323
S 1.535 1.806 -0.919
I 1.165 -0.524 2.965
H 1.747 -0.437 -1.596
H -1.780 0.757 -0.127
H -1.783 -0.234 -1.706
H -1.914 -0.910 -0.029
H 0.459 -1.494 0.240
H 0.083 1.203 1.184
*
```

Energy above the lowest of the compared OMol25 structures with the same formula, charge and spin, kJ/mol: 193.0
LUMO (alpha / beta), eV: -0.843 / -0.843
Orbital gap (alpha / beta), eV: 7.65 / 7.65

For each atom in turn, the natural (NBO) charge in e is:
1. C -0.307
2. C -0.534
3. C -0.049
4. N -0.796
5. S -0.015
6. I 0.273
7. H 0.210
8. H 0.194
9. H 0.204
10. H 0.193
11. H 0.221
12. H 0.405



Formula: C3H6IO3S
Source: OMol25
Level of theory: ωB97M-V/def2-TZVPD

```
! RIJCOSX wB97M-V def2-TZVPD def2/J DEFGRID3
* xyz -1 1
C 1.708 0.055 -0.432
C 0.691 0.439 0.683
C -0.549 -0.464 0.694
O -1.585 1.291 -0.964
O -2.943 -0.654 -0.565
O -0.958 -0.755 -2.037
S -1.642 -0.149 -0.925
I -1.808 0.118 2.274
H 1.961 -0.981 -0.304
H 1.102 0.348 -1.345
H 2.508 0.722 -0.274
H 0.535 1.526 0.755
H 1.279 0.074 1.658
H -0.297 -1.569 0.782
*
```

Energy above the lowest of the compared OMol25 structures with the same formula, charge and spin, kJ/mol: 0.0
LUMO, eV: 2.915
Orbital gap, eV: 8.09

For each atom in turn, the natural (NBO) charge in e is:
1. C -0.626
2. C -0.421
3. C -0.609
4. O -1.045
5. O -1.016
6. O -1.015
7. S 2.407
8. I 0.077
9. H 0.196
10. H 0.246
11. H 0.191
12. H 0.230
13. H 0.164
14. H 0.221



Formula: C3H6InO3
Source: OMol25
Level of theory: ωB97M-V/def2-TZVPD

```
! RIJCOSX wB97M-V def2-TZVPD def2/J DEFGRID3
* xyz 3 1
In 0.199 3.396 -2.167
C 2.054 -0.366 1.395
O 0.857 -0.815 0.796
C -0.053 -0.058 0.146
O 0.090 1.108 -0.086
O -1.028 -0.908 -0.137
C -2.088 -0.505 -0.923
H 2.692 -1.252 1.454
H 1.916 0.153 2.366
H 2.592 0.321 0.695
H -2.838 -1.286 -1.082
H -1.789 -0.182 -1.954
H -2.604 0.395 -0.503
*
```

Energy above the lowest of the compared OMol25 structures with the same formula, charge and spin, kJ/mol: 99.1
LUMO, eV: -20.711
Orbital gap, eV: 3.43

For each atom in turn, the natural (NBO) charge in e is:
1. In 1.250
2. C -0.271
3. O -0.129
4. C 0.963
5. O -0.422
6. O -0.147
7. C -0.288
8. H 0.310
9. H 0.362
10. H 0.364
11. H 0.327
12. H 0.354
13. H 0.329



Formula: C3H6LiNdO5
Source: OMol25
Level of theory: ωB97M-V/def2-TZVPD

```
! RIJCOSX wB97M-V def2-TZVPD def2/J DEFGRID3
* xyz 1 5
H -1.292 -1.636 -3.848
C -0.830 -2.024 -2.916
C -1.277 -1.117 -1.775
O -2.653 -1.256 -1.539
Nd 2.790 -1.416 -2.507
O 0.541 -2.090 -3.010
H -1.276 -3.025 -2.743
H -1.027 -0.074 -2.059
H -0.688 -1.405 -0.876
C -3.876 1.621 1.018
O -3.259 2.709 0.924
O -4.895 1.349 0.192
H -5.291 2.175 -0.112
Li -2.293 2.112 2.529
O -3.617 0.757 1.901
H -2.780 -1.348 -0.573
*
```

Expectation value of S²: 6.00
LUMO (alpha / beta), eV: -5.596 / -5.544
Orbital gap (alpha / beta), eV: 5.96 / 6.01

For each atom in turn, the Mulliken charge in e is:
1. H 0.220
2. C -0.417
3. C -0.201
4. O -0.499
5. Nd 1.633
6. O -0.745
7. H 0.249
8. H 0.195
9. H 0.243
10. C 0.984
11. O -0.871
12. O -0.437
13. H 0.310
14. Li 0.861
15. O -0.838
16. H 0.313



Formula: C3H6MgO4SV
Source: OMol25
Level of theory: ωB97M-V/def2-TZVPD

```
! RIJCOSX wB97M-V def2-TZVPD def2/J DEFGRID3
* xyz 0 4
V 0.575 1.563 0.565
S 3.229 0.791 -0.454
O 2.998 -0.726 0.160
O 2.536 1.845 0.567
O -0.152 1.233 -1.170
C -1.325 0.497 -1.217
C -1.512 -0.686 -0.265
O -0.303 -1.100 0.369
C 0.064 -0.243 1.550
Mg 1.362 -1.179 -0.713
H -1.304 0.048 -2.233
H -2.199 1.162 -1.059
H -1.834 -1.567 -0.841
H -2.256 -0.457 0.513
H 0.901 -0.824 1.978
H -0.780 -0.356 2.250
*
```

Expectation value of S²: 3.76
Energy above the lowest of the compared OMol25 structures with the same formula, charge and spin, kJ/mol: 58.0
LUMO (alpha / beta), eV: -1.868 / -1.876
Orbital gap (alpha / beta), eV: 4.62 / 4.78

For each atom in turn, the natural (NBO) charge in e is:
1. V 1.167
2. S 0.695
3. O -1.230
4. O -1.021
5. O -0.886
6. C -0.110
7. C -0.105
8. O -0.725
9. C -0.601
10. Mg 1.771
11. H 0.146
12. H 0.163
13. H 0.185
14. H 0.189
15. H 0.192
16. H 0.171



Formula: C3H6MnO3
Source: OMol25
Level of theory: ωB97M-V/def2-TZVPD

```
! RIJCOSX wB97M-V def2-TZVPD def2/J DEFGRID3
* xyz 0 6
C -0.559 1.639 0.363
O -0.304 0.279 0.009
C 1.052 -0.083 -0.043
C 1.140 -1.494 -0.507
O 0.133 -2.138 -0.759
H -1.646 1.768 0.366
H -0.152 1.854 1.359
H -0.102 2.301 -0.385
H 1.524 -0.008 0.965
H 2.142 -1.895 -0.734
Mn -1.632 -1.196 -0.293
O -3.212 -1.583 0.404
H 1.616 0.556 -0.746
*
```

Expectation value of S²: 8.79
Energy above the lowest of the compared OMol25 structures with the same formula, charge and spin, kJ/mol: 246.0
LUMO (alpha / beta), eV: -0.848 / -0.857
Orbital gap (alpha / beta), eV: 5.40 / 6.04

For each atom in turn, the natural (NBO) charge in e is:
1. C -0.252
2. O -0.595
3. C -0.184
4. C 0.434
5. O -0.561
6. H 0.238
7. H 0.190
8. H 0.183
9. H 0.224
10. H 0.158
11. Mn 1.269
12. O -1.324
13. H 0.219



Formula: C3H6N
Source: OMol25
Level of theory: ωB97M-V/def2-TZVPD

```
! RIJCOSX wB97M-V def2-TZVPD def2/J DEFGRID3
* xyz 1 1
C 0.563 0.127 -0.608
C 0.768 0.343 -1.995
C -0.864 -0.450 2.315
N 0.103 -0.021 0.433
H -0.068 0.985 -2.188
H 1.771 0.679 -2.378
H 0.295 -0.598 -2.454
H -1.720 -0.578 1.573
H 0.057 -1.052 2.562
H -0.905 0.566 2.740
*
```

Energy above the lowest of the compared OMol25 structures with the same formula, charge and spin, kJ/mol: 227.3
LUMO, eV: -6.513
Orbital gap, eV: 10.41

For each atom in turn, the natural (NBO) charge in e is:
1. C 0.503
2. C -0.756
3. C -0.029
4. N -0.384
5. H 0.290
6. H 0.310
7. H 0.299
8. H 0.270
9. H 0.270
10. H 0.226



Formula: C3H6N
Source: OMol25
Level of theory: ωB97M-V/def2-TZVPD

```
! RIJCOSX wB97M-V def2-TZVPD def2/J DEFGRID3
* xyz 1 1
C 1.785 -0.432 0.359
C -1.593 0.284 -0.146
C 0.771 -0.739 -0.396
N -1.920 1.408 0.106
H 2.565 -1.124 0.496
H 2.095 0.391 1.152
H -2.347 -0.379 -0.675
H 0.584 -1.390 -1.266
H -0.525 -0.260 -0.075
H -1.414 2.241 0.446
*
```

Energy above the lowest of the compared OMol25 structures with the same formula, charge and spin, kJ/mol: 435.1
LUMO (alpha / beta), eV: -7.053 / -7.053
Orbital gap (alpha / beta), eV: 8.37 / 8.37

For each atom in turn, the natural (NBO) charge in e is:
1. C -0.405
2. C 0.170
3. C -0.013
4. N -0.427
5. H 0.296
6. H 0.306
7. H 0.267
8. H 0.275
9. H 0.092
10. H 0.437



Formula: C3H6N
Source: OMol25
Level of theory: ωB97M-V/def2-TZVPD

```
! RIJCOSX wB97M-V def2-TZVPD def2/J DEFGRID3
* xyz 1 1
C 0.920 0.042 -0.452
C 2.100 0.064 -1.138
C -2.493 -0.007 1.367
N -0.065 0.015 0.148
H 2.211 -1.063 -1.262
H 1.899 0.639 -2.152
H 2.965 0.291 -0.659
H -2.321 0.947 1.828
H -2.959 -0.041 0.429
H -2.257 -0.886 1.891
*
```

Energy above the lowest of the compared OMol25 structures with the same formula, charge and spin, kJ/mol: 303.8
LUMO, eV: -8.269
Orbital gap, eV: 7.66

For each atom in turn, the natural (NBO) charge in e is:
1. C 0.425
2. C -0.748
3. C 0.254
4. N -0.432
5. H 0.291
6. H 0.296
7. H 0.284
8. H 0.215
9. H 0.206
10. H 0.208



Formula: C3H6N2
Source: OMol25
Level of theory: ωB97M-V/def2-TZVPD

```
! RIJCOSX wB97M-V def2-TZVPD def2/J DEFGRID3
* xyz 0 1
C 0.113 1.139 -0.293
C 0.042 -0.346 -0.514
N 0.745 -1.161 0.162
C -0.888 -0.800 -1.549
N -1.623 -1.169 -2.366
H -0.886 1.587 -0.282
H 0.161 0.193 2.968
H 0.624 1.339 0.650
H 0.678 1.606 -1.107
H 0.582 -2.129 -0.120
H 0.452 -0.260 2.452
*
```

Energy above the lowest of the compared OMol25 structures with the same formula, charge and spin, kJ/mol: 173.4
LUMO, eV: 0.115
Orbital gap, eV: 11.36

For each atom in turn, the natural (NBO) charge in e is:
1. C -0.660
2. C 0.202
3. N -0.541
4. C 0.199
5. N -0.268
6. H 0.235
7. H -0.019
8. H 0.247
9. H 0.240
10. H 0.352
11. H 0.013



Formula: C3H6N2
Source: OMol25
Level of theory: ωB97M-V/def2-TZVPD

```
! RIJCOSX wB97M-V def2-TZVPD def2/J DEFGRID3
* xyz 0 1
C 0.900 0.731 0.266
C 1.443 -0.507 -0.166
C -0.569 0.418 0.218
N -1.485 -0.042 -0.742
N -1.581 -0.341 0.708
H 1.213 1.103 1.204
H 1.117 1.384 -0.566
H 1.186 -0.663 -1.126
H 1.511 -1.426 0.395
H -2.175 0.680 -1.111
H -1.560 -1.337 0.921
*
```

Energy above the lowest of the compared OMol25 structures with the same formula, charge and spin, kJ/mol: 610.1
LUMO (alpha / beta), eV: 0.911 / 0.544
Orbital gap (alpha / beta), eV: 8.75 / 7.64

For each atom in turn, the natural (NBO) charge in e is:
1. C -0.496
2. C -0.373
3. C 0.314
4. N -0.488
5. N -0.469
6. H 0.225
7. H 0.231
8. H 0.164
9. H 0.172
10. H 0.352
11. H 0.368



Formula: C3H6N2
Source: OMol25
Level of theory: ωB97M-V/def2-TZVPD

```
! RIJCOSX wB97M-V def2-TZVPD def2/J DEFGRID3
* xyz 0 1
C -0.080 1.380 0.168
C -0.073 0.177 -0.611
C 0.246 -1.107 0.153
N -0.135 1.475 1.431
N -0.189 0.285 -1.898
H -0.258 2.159 -0.523
H 0.189 -1.076 1.262
H -0.710 -1.729 -0.196
H 1.006 -1.797 -0.230
H -0.141 2.463 1.710
H -0.010 -0.421 -2.616
*
```

Energy above the lowest of the compared OMol25 structures with the same formula, charge and spin, kJ/mol: 174.1
LUMO, eV: 0.133
Orbital gap, eV: 9.96

For each atom in turn, the natural (NBO) charge in e is:
1. C 0.063
2. C 0.241
3. C -0.711
4. N -0.570
5. N -0.626
6. H 0.170
7. H 0.252
8. H 0.228
9. H 0.240
10. H 0.346
11. H 0.368



Formula: C3H6N2
Source: OMol25
Level of theory: ωB97M-V/def2-TZVPD

```
! RIJCOSX wB97M-V def2-TZVPD def2/J DEFGRID3
* xyz 0 1
C 1.664 -0.002 -0.330
C -1.602 0.347 -0.130
C 0.369 -0.074 0.437
N -0.573 0.961 0.064
N -2.710 0.067 -0.488
H -3.295 -0.220 0.298
H -0.358 -1.026 0.183
H 0.507 -0.144 1.519
H 1.494 0.203 -1.390
H 2.232 -0.931 -0.230
H 2.272 0.819 0.067
*
```

Energy above the lowest of the compared OMol25 structures with the same formula, charge and spin, kJ/mol: 181.9
LUMO, eV: 0.869
Orbital gap, eV: 10.81

For each atom in turn, the natural (NBO) charge in e is:
1. C -0.626
2. C 0.618
3. C -0.196
4. N -0.504
5. N -0.674
6. H 0.385
7. H 0.147
8. H 0.197
9. H 0.218
10. H 0.217
11. H 0.216



Formula: C3H6N2
Source: OMol25
Level of theory: ωB97M-V/def2-TZVPD

```
! RIJCOSX wB97M-V def2-TZVPD def2/J DEFGRID3
* xyz 0 1
C -1.825 0.101 0.603
C -0.430 -0.279 1.196
C 1.523 0.496 -1.347
H -1.346 0.140 -0.414
H -2.208 1.097 1.046
H -2.560 -0.722 0.663
H -0.534 -0.149 2.307
H 1.554 0.351 -2.663
H 2.524 0.468 -0.856
N 0.629 -0.268 0.511
N 0.364 -0.174 -0.910
*
```

Energy above the lowest of the compared OMol25 structures with the same formula, charge and spin, kJ/mol: 442.2
LUMO, eV: -0.077
Orbital gap, eV: 9.29

For each atom in turn, the natural (NBO) charge in e is:
1. C -0.728
2. C 0.139
3. C -0.100
4. H 0.261
5. H 0.228
6. H 0.226
7. H 0.186
8. H 0.183
9. H 0.210
10. N -0.326
11. N -0.279



Formula: C3H6N2
Source: OMol25
Level of theory: ωB97M-V/def2-TZVPD

```
! RIJCOSX wB97M-V def2-TZVPD def2/J DEFGRID3
* xyz 0 1
C 1.484 0.912 -0.217
C 0.317 0.187 0.361
C -1.173 -0.814 -0.809
N 0.021 0.037 1.548
N -1.907 -1.149 0.121
H -0.878 -0.500 1.642
H -2.737 -1.692 -0.120
H -0.464 -0.263 -1.402
H 2.120 1.322 0.572
H 2.076 0.236 -0.839
H 1.141 1.726 -0.859
*
```

Energy above the lowest of the compared OMol25 structures with the same formula, charge and spin, kJ/mol: 428.8
LUMO, eV: 0.809
Orbital gap, eV: 8.36

For each atom in turn, the natural (NBO) charge in e is:
1. C -0.708
2. C 0.241
3. C 0.027
4. N -0.633
5. N -0.638
6. H 0.363
7. H 0.375
8. H 0.283
9. H 0.236
10. H 0.227
11. H 0.226



Formula: C3H6N2O
Source: OMol25
Level of theory: ωB97M-V/def2-TZVPD

```
! RIJCOSX wB97M-V def2-TZVPD def2/J DEFGRID3
* xyz 0 1
C -1.892 -0.393 -0.553
N -1.333 0.793 0.061
C -0.098 0.839 0.320
N 0.890 -0.122 0.097
C 2.204 0.041 0.487
O 3.068 -0.779 0.280
H -2.962 -0.403 -0.332
H -1.754 -0.365 -1.645
H -1.469 -1.344 -0.187
H 0.288 1.745 0.790
H 0.673 -1.013 -0.333
H 2.384 1.000 1.014
*
```

Energy above the lowest of the compared OMol25 structures with the same formula, charge and spin, kJ/mol: 100.4
LUMO, eV: 0.878
Orbital gap, eV: 10.81

For each atom in turn, the natural (NBO) charge in e is:
1. C -0.459
2. N -0.439
3. C 0.273
4. N -0.651
5. C 0.543
6. O -0.563
7. H 0.214
8. H 0.205
9. H 0.171
10. H 0.175
11. H 0.416
12. H 0.117